(1)
Molecular formula: C3H9NO2
Method: DFT, wB97M-V/def2-TZVPD

Summary:
E_HOMO   -9.45 eV
Gap between HOMO and LUMO   10.000 eV
Multiplicity   1
SMILES string   CC(N)=O.CO

Structure (XYZ):
```
15
Properties=species:S:1:pos:R:3:forces:R:3
C -1.17526 -0.57797 2.54800 -2.5 3.3 -2.1
C 0.18972 -0.22166 1.96099 2.2 0.3 4.2
O 1.15371 -0.06573 2.72523 -0.9 -0.2 -0.6
N 0.35172 -0.00154 0.66935 -3.3 -1.2 -4.0
H 1.23535 0.09977 0.19657 0.2 -0.1 0.7
H -0.42031 -0.38573 0.02438 1.8 1.0 1.4
H -1.61215 0.12823 3.38313 1.6 -1.4 -1.5
H -1.34596 -1.58941 2.77544 0.3 -1.3 0.6
H -1.89389 -0.36531 1.66602 0.6 -0.4 1.3
C 0.36816 0.79348 -2.66918 -2.6 -1.2 3.2
O 0.86438 -0.52633 -2.74147 3.3 -0.2 0.3
H 1.87968 -0.43965 -2.83600 -2.5 -0.5 0.2
H 0.61553 1.23099 -3.59404 -0.1 1.6 -0.6
H -0.73729 0.61254 -2.45410 0.9 0.5 -1.4
H 0.52661 1.30831 -1.65431 1.0 -0.1 -1.7
```
Forces are in eV/Å.

(2)
Molecular formula: C3H9NO2
Method: DFT, wB97M-V/def2-TZVPD

Summary:
E_HOMO   -9.19 eV
Gap between HOMO and LUMO   9.958 eV
Multiplicity   1
SMILES string   OCCNCO

Structure (XYZ):
```
15
Properties=species:S:1:pos:R:3:forces:R:3
C -0.43689 -0.06901 1.10742 -1.1 0.4 1.6
C -0.50248 -1.54585 0.77725 0.8 -0.7 -1.1
O 0.14442 -1.85591 -0.48150 -0.5 0.5 0.1
N 0.71764 0.63293 0.61824 0.3 0.6 -0.4
C 0.45069 1.65528 -0.35398 0.1 -0.5 -0.1
O -0.35599 1.21603 -1.45856 -0.7 0.1 0.2
H -1.38622 0.40656 0.83966 0.3 0.1 -1.0
H -0.56850 0.06839 2.19757 0.7 -0.4 0.0
H -1.54007 -1.83526 0.70824 -0.4 -0.3 0.2
H 0.02228 -2.22345 1.44970 -0.1 0.4 0.4
H -0.24467 -1.25099 -1.12909 0.1 -0.1 0.0
H 1.38171 -0.00168 0.21041 0.1 -0.4 0.1
H -0.06498 2.48271 0.13082 -0.1 0.0 -0.2
H 1.39590 1.97268 -0.77485 0.3 0.4 0.2
H 0.18899 0.91531 -2.18594 0.3 0.1 0.0
```
Forces are in eV/Å.

(3)
Molecular formula: C3H9NO2
Method: DFT, wB97M-V/def2-TZVPD

Summary:
E_HOMO   -9.50 eV
Gap between HOMO and LUMO   10.234 eV
Multiplicity   1
SMILES string   CC(=O)O.CN

Structure (XYZ):
```
15
Properties=species:S:1:pos:R:3:forces:R:3
C -1.41892 1.98954 0.80894 2.2 1.4 1.3
N -1.49591 1.67638 -0.59288 -1.2 -0.3 -0.3
H 2.83406 -2.78734 1.10219 0.3 -0.4 -0.8
H -2.43279 1.84033 -0.95264 0.2 -0.2 0.0
H -0.87297 2.20217 -1.18357 0.2 0.2 0.3
H -1.99961 2.79204 1.24704 -1.1 0.3 -0.5
H -0.42490 2.46141 1.01274 -0.3 -0.8 -0.2
H -1.50858 1.17566 1.52827 -0.1 -0.5 -0.5
C 0.53293 -1.16227 -0.47607 1.1 -0.1 -0.4
C 1.66493 -2.16311 -0.38328 -0.3 -0.9 -1.4
O 2.19654 -2.63200 -1.36020 0.3 0.4 0.4
O 1.92908 -2.57766 0.85978 -0.5 0.7 1.5
H 0.10057 -0.99971 0.50919 -0.2 0.3 -0.3
H -0.16911 -1.54761 -1.23022 0.1 0.4 0.4
H 1.06469 -0.26783 -0.88929 -0.9 -0.4 0.4
```
Forces are in eV/Å.

(4)
Molecular formula: C3H9NO2
Method: DFT, wB97M-V/def2-TZVPD

Summary:
E_HOMO (spin up / spin down)   -15.00 / -14.81 eV
Net charge   +1
Gap between HOMO and LUMO (spin up / spin down)   11.371 / 4.519 eV
Multiplicity   2

Structure (XYZ):
```
15
Properties=species:S:1:pos:R:3:forces:R:3
C -0.89991 -1.75645 2.30751 -0.4 -1.0 2.1
C -0.54201 -1.35573 0.94944 0.6 -3.1 -2.4
O 0.54655 -0.63031 0.83989 1.2 3.2 0.0
O -0.87114 -1.97252 -0.07699 -0.9 1.4 1.0
H -1.54697 -1.15304 2.95162 -0.2 0.3 -0.8
H -0.04557 -1.92177 2.98106 0.3 0.4 -0.7
H -1.32898 -2.75606 2.24239 -0.4 0.2 -0.2
C 0.46275 2.26934 -1.66982 -0.6 -1.8 1.4
N 0.75101 0.80031 -1.48379 -0.4 1.9 -1.9
H 0.65188 -0.07095 -0.02518 0.1 -1.1 0.8
H 0.00354 0.22794 -1.85333 -0.5 -0.7 0.2
H 1.60515 0.59135 -1.99468 0.6 -0.6 0.7
H -0.58496 2.42208 -1.41360 0.2 0.3 0.0
H 0.64374 2.50168 -2.71160 0.2 0.0 -0.5
H 1.15492 2.80413 -1.04293 0.2 0.5 0.2
```
Forces are in eV/Å.

(5)
Molecular formula: C3H9NO2
Method: DFT, wB97M-V/def2-TZVPD

Summary:
E_HOMO (spin up / spin down)   -14.79 / -14.69 eV
Net charge   +1
Gap between HOMO and LUMO (spin up / spin down)   10.041 / 5.164 eV
Multiplicity   2

Structure (XYZ):
```
15
Properties=species:S:1:pos:R:3:forces:R:3
C -1.75248 0.92151 -1.78998 -0.7 -1.5 1.1
N -0.60943 1.50762 -1.06152 0.8 -1.0 -1.4
H 0.40614 0.46974 -0.34262 -0.9 0.6 0.2
H -0.19413 2.28906 -1.55599 0.0 0.0 0.0
H -0.87602 1.81575 -0.16584 -0.7 0.8 1.1
H -1.47334 0.52076 -2.76157 0.2 0.5 -0.1
H -2.64437 1.55992 -1.85026 0.5 0.1 -0.1
H -2.07527 0.00530 -1.21232 0.2 0.9 -0.5
C 1.60926 -1.46132 2.10191 0.5 -2.7 -0.6
C 1.09804 -1.14375 0.73339 -2.2 4.3 3.0
O 0.70815 0.14210 0.63558 1.8 -2.0 -1.1
O 0.58674 -1.94074 -0.00644 0.1 -1.8 -1.9
H 1.07493 -0.86842 2.79031 -0.7 0.9 0.6
H 2.65090 -1.28260 2.15205 1.2 0.5 0.0
H 1.49089 -2.53492 2.33331 -0.1 0.5 -0.2
```
Forces are in eV/Å.

(6)
Molecular formula: C3H9NO2P
Method: DFT, wB97M-V/def2-TZVPD

Summary:
E_HOMO   -3.61 eV
Net charge   -1
Gap between HOMO and LUMO   7.727 eV
Multiplicity   1

Structure (XYZ):
```
16
Properties=species:S:1:pos:R:3:forces:R:3
C 2.39993 -0.11437 0.15848 1.1 1.3 1.4
C -2.45242 0.86450 -0.25341 -0.4 -1.8 -2.0
C 0.97830 0.47896 0.13349 1.1 0.7 -2.8
N -1.72261 -0.16814 0.42442 -1.5 0.6 1.1
O -0.14934 -1.42861 -1.73536 -0.8 3.1 6.1
O 0.00213 -1.77146 1.03359 -0.1 -0.4 -0.3
P -0.37051 -0.67411 -0.08486 2.7 -2.9 -6.8
H 2.43839 -0.84751 -0.59339 0.6 -0.7 -1.4
H 3.13377 0.73872 0.06759 -0.5 -0.9 -0.6
H 2.83987 -0.62593 1.07559 -1.5 0.5 -0.5
H -2.93270 1.57461 0.44176 0.0 -0.2 -0.4
H -3.21706 0.29395 -0.95596 0.8 1.7 1.2
H -1.74026 1.34363 -0.95774 -0.8 0.7 0.2
H 0.86165 1.28590 -0.71244 0.5 -1.7 1.1
H 0.86591 1.06957 0.96046 -0.8 1.3 2.6
H -0.93506 -2.01972 0.99779 -0.4 -1.2 1.3
```
Forces are in eV/Å.

Energy values (in eV) by entry order: -8840.8662 -8841.1386 -8841.6400 -8831.5227 -8832.2735 -18130.9889.
Energy relative to the best compared isomer or geometry (same formula, charge and spin) values (in kcal per mole) by entry order: 48.18 41.89 30.33 45.85 28.54 60.40.